# 1
A cluster of 2 separate species, Cl2FH in total. Source: the OMol25 dataset; level of theory: ωB97M-V/def2-TZVPD.

Each line ends with the Mulliken charge.
CARTESIAN COORDINATES (ANGSTROEM)
1 F 2.0665 0.6390 -0.1915  -0.16
2 Cl 1.3099 -0.8174 -0.1486  0.16
3 Cl -2.1516 -0.1640 -0.1924  -0.23
4 H -1.2249 0.3424 0.5324  0.23

Calculated values
Charge ... 0
Energy ... -27776.41623 eV
Relative energy (zero: lowest compared OMol25 entry of this formula, charge and spin) ... 29.6 kcal/mol
Gap between HOMO and LUMO ... 10.465 eV

# 2
A cluster of 2 separate species, Cl2FH2P2 in total in a non-equilibrium geometry. Source: the OMol25 dataset; level of theory: ωB97M-V/def2-TZVPD.

Each line ends with the Mulliken charge.
CARTESIAN COORDINATES (ANGSTROEM)
1 F 1.2511 2.9448 0.5303  -0.15
2 P 0.4654 0.2371 0.0019  0.00
3 P 1.3214 2.0366 -0.8078  0.71
4 Cl 3.6504 -0.0179 -0.0611  0.00
5 Cl 5.3342 -0.8532 0.4866  -0.02
6 H 1.2502 -0.5698 -0.7233  0.21
7 H 1.4352 0.2855 1.1694  0.25

Calculated values
Charge ... +1
Energy ... -46362.00686 eV
Relative energy (zero: lowest compared OMol25 entry of this formula, charge and spin) ... 91.3 kcal/mol
Gap between HOMO and LUMO ... 6.747 eV

# 3
A structure of composition Cl2FIZn in a non-equilibrium geometry. Source: the OMol25 dataset; level of theory: ωB97M-V/def2-TZVPD.

Each line ends with the Mulliken charge.
CARTESIAN COORDINATES (ANGSTROEM)
1 Zn -0.0181 0.0031 0.0500  0.73
2 I 1.7457 0.0455 2.0198  -0.63
3 F 0.5999 -1.1843 -1.4931  -0.74
4 Cl -0.2665 2.0978 -1.2787  -0.72
5 Cl -2.0609 -0.9622 0.7020  -0.64

Calculated values
Charge ... -2
Energy ... -84286.91433 eV
Relative energy (zero: lowest compared OMol25 entry of this formula, charge and spin) ... 0.0 kcal/mol
Gap between HOMO and LUMO ... 7.465 eV

# 4
The molecule Cl2H2O2P2 in a non-equilibrium geometry. Source: the OMol25 dataset; level of theory: ωB97M-V/def2-TZVPD.

Each line ends with the Mulliken charge.
CARTESIAN COORDINATES (ANGSTROEM)
1 O -2.5936 2.3730 1.1156  -0.56
2 P -1.2907 2.3013 1.7670  0.97
3 Cl -0.3134 3.9913 1.3640  -0.17
4 Cl -1.2031 1.9279 3.7144  -0.15
5 O -0.2779 1.1774 1.1529  -0.31
6 P -0.5919 0.2170 -0.2653  0.07
7 H -0.1548 1.1643 -1.2106  0.06
8 H -2.0462 0.7659 -0.3204  0.09

Calculated values
Charge ... 0
Energy ... -47752.27772 eV
Relative energy (zero: lowest compared OMol25 entry of this formula, charge and spin) ... 4.1 kcal/mol
Gap between HOMO and LUMO ... 10.545 eV

# 5
A cluster of 2 separate species, Cl2H2OSi in total in a non-equilibrium geometry. Source: the OMol25 dataset; level of theory: ωB97M-V/def2-TZVPD.

Each line ends with the Mulliken charge.
CARTESIAN COORDINATES (ANGSTROEM)
1 O 1.0346 0.0689 -0.7738  -0.36
2 Si 0.0642 -0.0685 0.4654  0.59
3 Cl -1.9704 2.0588 0.3501  -0.50
4 Cl -1.2883 -1.4448 0.1718  -0.09
5 H 0.9787 -0.3022 -1.6936  0.37
6 H 1.1812 -0.3122 1.4801  -0.01

Calculated values
Charge ... 0
Energy ... -35003.58228 eV
Relative energy (zero: lowest compared OMol25 entry of this formula, charge and spin) ... 62.3 kcal/mol
Gap between HOMO and LUMO ... 8.257 eV

# 6
A cluster of 2 separate species, Cl2H3N2P in total in a non-equilibrium geometry. Source: the OMol25 dataset; level of theory: ωB97M-V/def2-TZVPD.

Each line ends with the Mulliken charge.
CARTESIAN COORDINATES (ANGSTROEM)
1 N 0.0207 -0.0914 -1.6207  -0.48
2 P -1.1088 0.5300 -0.8701  0.74
3 Cl -1.2022 2.2788 -0.0801  -0.09
4 Cl -2.5112 -0.5620 0.3971  -0.20
5 N 0.9371 -0.2332 0.7013  -0.79
6 H 0.5795 -1.2875 0.1446  0.32
7 H 1.6412 0.0864 0.0853  0.26
8 H 1.6436 -0.7211 1.2425  0.23

Calculated values
Charge ... 0
Energy ... -37359.98899 eV
Relative energy (zero: lowest compared OMol25 entry of this formula, charge and spin) ... 98.8 kcal/mol
Gap between HOMO and LUMO ... 8.627 eV

# 7
A cluster of 2 separate species, Cl2H3NSi in total in a non-equilibrium geometry. Source: the OMol25 dataset; level of theory: ωB97M-V/def2-TZVPD.

Each line ends with the Mulliken charge.
CARTESIAN COORDINATES (ANGSTROEM)
1 H 1.6330 -1.2680 0.4503  0.22
2 N 0.7435 -0.8148 0.6551  -0.52
3 Si -0.5247 -0.8956 -0.3589  0.55
4 Cl -2.3328 0.0817 -0.1152  -0.18
5 H -0.4942 -1.1102 -1.8300  -0.05
6 Cl 0.6504 2.2939 0.0542  -0.27
7 H 0.3248 1.7130 1.1445  0.25

Calculated values
Charge ... 0
Energy ... -34461.46186 eV
Relative energy (zero: lowest compared OMol25 entry of this formula, charge and spin) ... 75.8 kcal/mol
Gap between HOMO and LUMO ... 9.428 eV

# 8
The molecule Cl2H4Si3 in a non-equilibrium geometry. Source: the OMol25 dataset; level of theory: ωB97M-V/def2-TZVPD.

Each line ends with the Mulliken charge.
CARTESIAN COORDINATES (ANGSTROEM)
1 Si 0.6366 0.7695 0.4115  0.23
2 Si -1.2332 -0.0493 -0.8038  0.38
3 Si 1.1464 -1.3050 1.0834  0.18
4 Cl -2.4486 1.4360 -1.2485  -0.21
5 Cl 3.0416 -1.9572 0.7637  -0.20
6 H 0.3770 0.9177 1.8576  -0.07
7 H 1.2990 2.0812 0.1326  -0.12
8 H -1.9463 -0.9917 -0.1375  -0.12
9 H -0.8726 -0.9012 -2.0590  -0.07

Calculated values
Charge ... 0
Energy ... -48741.99084 eV
Relative energy (zero: lowest compared OMol25 entry of this formula, charge and spin) ... 20.6 kcal/mol
Gap between HOMO and LUMO ... 7.153 eV

# 9
The molecule Cl2HNS in a non-equilibrium geometry. Source: the OMol25 dataset; level of theory: ωB97M-V/def2-TZVPD.

Each line ends with the Mulliken charge.
CARTESIAN COORDINATES (ANGSTROEM)
1 N -0.7352 0.7629 0.2803  -0.44
2 S 0.4105 -0.2084 0.3377  0.40
3 Cl 1.9441 0.5853 -0.7398  -0.08
4 Cl -0.2508 -1.7791 -0.8869  -0.17
5 H -1.3687 0.6392 1.0088  0.29

Calculated values
Charge ... 0
Energy ... -37384.94314 eV
Relative energy (zero: lowest compared OMol25 entry of this formula, charge and spin) ... 5.0 kcal/mol
Gap between HOMO and LUMO ... 9.304 eV

# 10
The molecule Cl2HNS in a non-equilibrium geometry. Source: the OMol25 dataset; level of theory: ωB97M-V/def2-TZVPD.

Each line ends with the Mulliken charge.
CARTESIAN COORDINATES (ANGSTROEM)
1 N 1.2600 0.0612 -0.6032  -0.47
2 S -0.4908 0.0361 -0.7762  0.39
3 Cl -1.1427 1.5360 0.4826  -0.08
4 Cl -1.1903 -1.4128 0.5483  -0.09
5 H 1.5638 -0.2204 0.3485  0.25

Calculated values
Charge ... 0
Energy ... -37384.19710 eV
Relative energy (zero: lowest compared OMol25 entry of this formula, charge and spin) ... 22.2 kcal/mol
Gap between HOMO and LUMO ... 8.760 eV

# 11
A cluster of 2 separate species, Cl2HO2P in total in a non-equilibrium geometry. Source: the OMol25 dataset; level of theory: ωB97M-V/def2-TZVPD.

Each line ends with the Mulliken charge.
CARTESIAN COORDINATES (ANGSTROEM)
1 O -0.5572 1.9276 0.6533  -0.28
2 O 0.3223 -1.3430 -0.3599  -0.20
3 P 1.1070 -0.4731 0.7881  0.20
4 Cl -1.7032 2.1363 -0.4130  0.13
5 Cl -1.1948 -2.1698 -0.2151  0.06
6 H 2.0259 -0.0780 -0.4533  0.09

Calculated values
Charge ... 0
Energy ... -38438.20305 eV
Relative energy (zero: lowest compared OMol25 entry of this formula, charge and spin) ... 130.2 kcal/mol
Gap between HOMO and LUMO (spin up / spin down) ... 9.134 / 6.091 eV

# 12
A structure of composition Cl2N4O12Zr in a non-equilibrium geometry. Source: the OMol25 dataset; level of theory: ωB97M-V/def2-TZVPD.

Each line ends with the Mulliken charge.
CARTESIAN COORDINATES (ANGSTROEM)
1 Zr -18.7327 -19.3644 -19.4704  1.76
2 Cl -20.4884 -17.6281 -18.9371  -0.49
3 Cl -20.1744 -21.3829 -19.1031  -0.51
4 N -19.7758 -18.9823 -22.7716  0.89
5 O -20.5719 -18.0586 -22.4138  -0.61
6 O -19.3378 -19.5560 -21.7545  -0.41
7 O -19.4708 -19.1873 -23.9414  -0.62
8 N -16.7561 -21.8909 -19.9072  0.91
9 O -17.1862 -20.7497 -20.3323  -0.40
10 O -16.9484 -21.9734 -18.7034  -0.52
11 O -16.8111 -22.9702 -20.5954  -0.59
12 N -16.9984 -17.3431 -21.5134  0.93
13 O -17.1467 -16.1914 -21.8821  -0.61
14 O -16.8075 -18.2199 -22.3343  -0.53
15 O -17.4370 -17.7473 -20.3651  -0.56
16 N -17.7019 -18.6495 -16.4331  0.99
17 O -16.6919 -18.6690 -15.6539  -0.58
18 O -17.3706 -18.8534 -17.6373  -0.48
19 O -18.9099 -18.9607 -16.2882  -0.58

Calculated values
Charge ... -2
Energy ... -56847.94530 eV
Gap between HOMO and LUMO ... 8.291 eV

# 13
A structure of composition Cl2NO11Tl in a non-equilibrium geometry. Source: the OMol25 dataset; level of theory: ωB97M-V/def2-TZVPD.

Each line ends with the Mulliken charge.
CARTESIAN COORDINATES (ANGSTROEM)
1 Tl 3.7511 -1.7142 6.1346  1.00
2 N -4.7073 0.4214 2.1726  1.14
3 O -3.9162 -0.0500 2.9959  -0.43
4 O -5.5144 -0.3322 1.7385  -0.43
5 O -4.8057 1.6414 2.0473  -0.43
6 Cl 0.9189 -3.6156 -4.3323  1.51
7 O 0.9300 -2.1722 -4.1452  -0.42
8 O -0.2825 -4.2229 -3.7274  -0.49
9 O 1.4098 -4.2297 -5.5577  -0.46
10 O 2.1303 -3.8226 -3.5395  -0.44
11 Cl 2.0218 3.6576 1.2698  1.59
12 O 1.7922 2.3394 1.8456  -0.55
13 O 0.8228 4.4909 1.3520  -0.52
14 O 3.1707 4.1908 1.8965  -0.56
15 O 2.2786 3.4177 -0.1508  -0.51

Calculated values
Charge ... 0
Energy ... -53719.68828 eV
Relative energy (zero: lowest compared OMol25 entry of this formula, charge and spin) ... 93.6 kcal/mol
Gap between HOMO and LUMO ... 1.543 eV

# 14
A structure of composition Cl2O2S2 in a non-equilibrium geometry. Source: the OMol25 dataset; level of theory: ωB97M-V/def2-TZVPD.

Each line ends with the Mulliken charge.
CARTESIAN COORDINATES (ANGSTROEM)
1 O 0.4820 -1.9738 -0.7708  -0.37
2 O 1.8959 0.8404 0.5656  -0.37
3 S -0.4214 -0.8775 -1.0276  0.46
4 S 0.5255 0.7495 0.8611  0.51
5 Cl -2.2390 -1.2148 -0.0162  -0.15
6 Cl -0.2429 2.4761 0.3878  -0.08

Calculated values
Charge ... 0
Energy ... -50808.44191 eV
Relative energy (zero: lowest compared OMol25 entry of this formula, charge and spin) ... 10.3 kcal/mol
Gap between HOMO and LUMO (spin up / spin down) ... 7.685 / 7.434 eV

# 15
A structure of composition Cl2O8Pb2Ti in a non-equilibrium geometry. Source: the OMol25 dataset; level of theory: ωB97M-V/def2-TZVPD.

Each line ends with the Mulliken charge.
CARTESIAN COORDINATES (ANGSTROEM)
1 Pb 14.1016 -11.6103 -25.7615  1.51
2 Pb 15.3607 -13.4873 -18.6124  1.18
3 Ti 13.7240 -15.9887 -22.1578  1.49
4 Cl 11.2506 -8.6133 -24.6968  1.64
5 O 10.2216 -9.2885 -25.4057  -0.58
6 O 11.7508 -7.4618 -25.3201  -0.53
7 O 10.7781 -8.1802 -23.4162  -0.53
8 O 12.3791 -9.5279 -24.4674  -0.60
9 Cl 13.7885 -12.8381 -22.1495  1.79
10 O 14.8997 -13.8168 -22.2914  -0.73
11 O 13.4429 -12.7000 -20.7735  -0.54
12 O 13.8742 -11.5719 -22.9025  -0.50
13 O 12.7300 -13.4519 -22.6030  -0.60

Calculated values
Expectation value of S² ... 3.75
Multiplicity ... 4
Charge ... +3
Energy ... -74980.30822 eV
Gap between HOMO and LUMO (spin up / spin down) ... 2.201 / 3.024 eV

# 16
A structure of composition Cl3F2O12Sr in a non-equilibrium geometry. Source: the OMol25 dataset; level of theory: ωB97M-V/def2-TZVPD.

Each line ends with the Mulliken charge.
CARTESIAN COORDINATES (ANGSTROEM)
1 Sr 1.1682 -0.1972 -0.5800  1.69
2 F 1.6126 -2.5049 -1.2574  -0.95
3 F 0.9915 -0.1681 -3.0869  -0.93
4 Cl -0.6551 -2.5727 2.5949  1.59
5 O -0.4865 -2.1333 3.9770  -0.70
6 O -2.0282 -2.4175 2.2096  -0.64
7 O 0.2062 -1.7613 1.7522  -0.53
8 O -0.2589 -3.9598 2.4952  -0.67
9 Cl -2.3688 0.1691 -1.4567  1.78
10 O -1.5557 1.3586 -1.3081  -0.68
11 O -3.0688 0.2002 -2.7281  -0.72
12 O -1.5042 -0.9959 -1.4117  -0.64
13 O -3.3407 0.0974 -0.3828  -0.67
14 Cl 2.2504 3.0086 -0.1796  1.69
15 O 2.7359 1.8773 0.6331  -0.73
16 O 3.2736 4.0204 -0.0942  -0.70
17 O 2.0048 2.4051 -1.4808  -0.61
18 O 1.0238 3.5741 0.3043  -0.58

Calculated values
Charge ... -3
Energy ... -68388.94164 eV
Relative energy (zero: lowest compared OMol25 entry of this formula, charge and spin) ... 0.0 kcal/mol
Gap between HOMO and LUMO ... 6.935 eV

# 17
A structure of composition Cl3FO12Sr in a non-equilibrium geometry. Source: the OMol25 dataset; level of theory: ωB97M-V/def2-TZVPD.

Each line ends with the Mulliken charge.
CARTESIAN COORDINATES (ANGSTROEM)
1 Sr -19.8817 -2.8041 -4.3295  1.77
2 F -19.0366 1.4650 -5.2536  -0.79
3 Cl -24.3641 0.6260 -7.6478  1.57
4 O -23.5421 -0.1665 -6.7621  -0.64
5 O -24.8074 -0.0783 -8.8166  -0.67
6 O -25.5169 1.2199 -7.0920  -0.64
7 O -23.4791 1.6249 -7.9126  -0.62
8 Cl -23.7866 -1.0439 -0.5058  1.66
9 O -22.6330 -0.2698 -0.7976  -0.67
10 O -23.5244 -2.2417 -1.2399  -0.75
11 O -23.9074 -1.4553 0.8128  -0.60
12 O -24.9643 -0.3931 -1.0529  -0.63
13 Cl -18.7115 -6.8366 0.9047  1.58
14 O -18.9631 -6.1494 -0.2833  -0.65
15 O -17.5974 -7.5881 0.5693  -0.64
16 O -18.2736 -5.7549 1.7130  -0.68
17 O -19.7132 -7.5951 1.5740  -0.61

Calculated values
Charge ... -2
Energy ... -65663.58488 eV
Relative energy (zero: lowest compared OMol25 entry of this formula, charge and spin) ... 194.8 kcal/mol
Gap between HOMO and LUMO ... 3.007 eV

# 18
A cluster of 2 separate species, Cl3H2PSi in total in a non-equilibrium geometry. Source: the OMol25 dataset; level of theory: ωB97M-V/def2-TZVPD.

Each line ends with the Mulliken charge.
CARTESIAN COORDINATES (ANGSTROEM)
1 Si -0.1456 0.2127 -2.9537  0.53
2 P 0.7286 -0.8132 -0.1629  -0.08
3 Cl -1.6294 1.5128 -3.1552  -0.17
4 Cl 1.5860 0.5577 -3.9357  -0.19
5 Cl -0.9121 -1.4148 -3.6958  -0.16
6 H -0.0008 -1.8327 -0.4914  0.03
7 H -0.3129 -0.2537 0.4578  0.05

Calculated values
Charge ... 0
Energy ... -54767.95323 eV
Relative energy (zero: lowest compared OMol25 entry of this formula, charge and spin) ... 42.3 kcal/mol
Gap between HOMO and LUMO ... 7.709 eV

# 19
The molecule Cl3H3S3Si2 in a non-equilibrium geometry. Source: the OMol25 dataset; level of theory: ωB97M-V/def2-TZVPD.

Each line ends with the Mulliken charge.
CARTESIAN COORDINATES (ANGSTROEM)
1 S 1.2803 -1.7606 0.5160  -0.30
2 Si 0.5830 0.2053 0.0133  0.62
3 S 1.1303 0.7709 -1.9795  -0.33
4 S 1.5657 1.5347 1.4997  -0.35
5 Si -1.7616 0.2700 0.0726  0.52
6 Cl -2.5435 -0.6184 1.7125  -0.20
7 Cl -2.5306 2.0653 -0.3492  -0.18
8 Cl -2.2302 -1.0373 -1.3849  -0.19
9 H -0.0372 -1.9928 0.9522  0.13
10 H 1.7449 -0.3425 -2.5497  0.16
11 H 2.7989 0.9053 1.4970  0.13

Calculated values
Charge ... 0
Energy ... -85883.49205 eV
Relative energy (zero: lowest compared OMol25 entry of this formula, charge and spin) ... 0.0 kcal/mol
Gap between HOMO and LUMO ... 9.631 eV

# 20
A cluster of 2 separate species, Cl3HOSi in total in a non-equilibrium geometry. Source: the OMol25 dataset; level of theory: ωB97M-V/def2-TZVPD.

Each line ends with the Mulliken charge.
CARTESIAN COORDINATES (ANGSTROEM)
1 O -0.1778 1.0251 -0.5674  -0.44
2 Si 1.0608 0.2246 -0.1656  0.70
3 Cl 1.1849 -1.7506 -0.2135  -0.12
4 Cl 2.7339 1.1055 0.4413  -0.13
5 Cl -2.2435 -0.7745 0.6769  -0.28
6 H -2.5584 0.1700 -0.1716  0.27

Calculated values
Charge ... 0
Energy ... -47511.50498 eV
Relative energy (zero: lowest compared OMol25 entry of this formula, charge and spin) ... 63.2 kcal/mol
Gap between HOMO and LUMO ... 10.441 eV